Entry 1:
2
Properties=species:S:1:pos:R:3:lowdin_charge:R:1 method="wB97M-V/def2-TZVPD" e_above_lowest_kj_mol=115.7 homo_lumo_gap_ev=5.66 total_charge=0
S 0.68392 0.00557 0.87442 0.000
S -0.68392 -0.00557 -0.87442 0.000

=====

Entry 2:
11
Properties=species:S:1:pos:R:3:lowdin_charge:R:1 method="wB97M-V/def2-TZVPD" e_above_lowest_kj_mol=360.3 homo_lumo_gap_ev=9.99 total_charge=0
C -1.50266 0.26437 0.20216 -0.110
O -0.33398 0.24130 0.98886 -0.184
C 0.69224 -0.51271 0.41197 -0.260
C 1.11332 0.19894 -1.86259 0.182
C 1.49813 0.28909 -0.62368 -0.232
H -1.30453 0.65359 -0.80915 0.076
H -2.21659 0.91845 0.70721 0.092
H -1.93750 -0.74371 0.11215 0.093
H 1.37199 -0.80108 1.21594 0.124
H 0.29845 -1.42979 -0.04758 0.116
H 2.32112 0.92156 -0.29530 0.102

=====

Entry 3:
13
Properties=species:S:1:pos:R:3:lowdin_charge:R:1 method="wB97M-V/def2-TZVPD" e_above_lowest_kj_mol=161.1 smiles="N#C[C@@H](O)CC(=O)O" homo_lumo_gap_ev=11.13 total_charge=0
C -0.21274 -0.32901 -0.84858 -0.357
C 0.19435 0.80072 0.22581 0.004
C -0.19598 0.17016 1.57698 -0.546
C 0.07128 0.07774 -2.21526 -0.146
H 0.26686 -1.84348 0.15043 0.137
H -1.23696 -0.59068 -0.63515 0.144
H -0.08384 1.78680 0.10352 0.095
H 1.27951 0.80856 0.37681 0.144
H -0.19433 1.96388 2.22931 0.134
N 0.49578 0.67223 -3.14577 0.164
O 0.59177 -1.49123 -0.77610 -0.047
O -0.58577 1.09360 2.41473 0.148
O -0.33639 -0.99592 1.78160 0.127

=====

Entry 4:
50
Properties=species:S:1:pos:R:3:lowdin_charge:R:1 method="wB97M-V/def2-TZVPD" spin_multiplicity=2 s2=0.753 homo_lumo_gap_ev="7.33 / 6.74" total_charge=-1
Cu 0.17852 0.78736 -0.34289 0.495
Br -4.46059 3.04046 -0.77584 0.774
C -2.74939 3.81619 -0.59933 -0.608
C -2.62723 5.21134 -0.59559 -0.178
C -1.41021 5.81843 -0.45774 -0.639
Br -1.31209 7.71628 -0.47091 0.730
C -0.23627 5.04449 -0.30715 -0.190
C 1.06993 5.55286 -0.14930 -0.028
C 2.12257 4.69207 -0.00837 -0.039
C 1.88705 3.30902 -0.02786 -0.106
N 0.68340 2.80952 -0.17015 0.050
C -0.37748 3.63995 -0.31258 -0.115
C -1.64924 2.97105 -0.47188 -0.407
O -1.68375 1.69493 -0.46350 -0.145
H -3.52052 5.81070 -0.70656 0.092
H 1.22383 6.62346 -0.14243 0.078
H 3.13248 5.05739 0.11549 0.104
H 2.69931 2.60307 0.07609 0.113
O 2.05799 0.76197 -1.49105 -0.022
C 2.80245 -0.20167 -1.31300 -0.177
C 2.42033 -1.52592 -0.91831 -0.114
C 3.42967 -2.49226 -0.84032 0.041
C 3.10991 -3.79786 -0.58646 -0.163
C 1.76400 -4.19737 -0.43747 0.017
C 0.76298 -3.27769 -0.50471 0.038
C 1.04928 -1.88948 -0.70548 -0.313
O 0.08506 -1.06397 -0.70016 -0.091
N 4.16935 -4.78541 -0.49729 -0.367
O 3.85367 -5.95070 -0.31862 0.053
O 5.32684 -4.40715 -0.60327 0.044
H 3.88171 -0.06672 -1.50754 0.133
H 4.46448 -2.21338 -0.99060 0.124
H 1.54619 -5.24360 -0.27724 0.119
H -0.28251 -3.55061 -0.42333 0.109
C -1.73504 -3.04016 2.48919 -0.047
N -0.79107 -1.93433 2.49810 -0.035
C -0.99041 -0.74748 1.92532 -0.814
N -2.13567 -0.47707 1.33614 0.188
S 0.30311 0.40941 2.01127 0.675
H -1.21364 -3.92867 2.83744 0.088
H -2.10863 -3.23232 1.48511 0.062
H -2.57910 -2.84015 3.15275 0.094
H 0.12402 -2.06539 2.88936 0.108
H -2.78751 -1.21795 1.06397 0.089
H -2.19207 0.37815 0.78903 0.072
F -2.87107 -1.54357 -1.41474 0.117
B -3.46078 -2.71736 -0.94702 -1.229
F -4.40175 -3.21942 -1.83327 0.118
F -4.10182 -2.42211 0.31871 0.034
F -2.47033 -3.69832 -0.67598 0.067

=====

In the order shown, the computed E values come out to -796.27690; -231.08648; -435.85913; -8900.91566 Eh.